# C59H154N10O21

13 unconnected molecules or ions with the total composition C59H154N10O21 (ωB97M-V/def2-TZVPD, the OMol25 dataset).

Results
Molecular weight ... 1339.93 g/mol
LUMO level ... 0.30 eV
HOMO level ... -8.380 eV
Charge ... 0
Kohn-Sham gap ... 8.7 eV
Strongest force on any atom ... 0.0802 Eh/bohr

Last columns: bonded neighbours and bond lengths (Å).
Cartesian coordinates (Å):
1 C -0.663 -5.196 0.339  O2 1.424, H3 1.090, H4 1.090, H5 1.090
2 O -2.069 -5.397 0.233  C1 1.424, H6 0.960
3 H -0.052 -5.614 -0.462  C1 1.090
4 H -0.425 -4.136 0.428  C1 1.090
5 H -0.318 -5.633 1.276  C1 1.090
6 H -2.196 -5.926 -0.558  O2 0.960
7 C 3.722 0.554 3.526  O8 1.454, H9 1.090, H10 1.090, H11 1.090
8 O 5.089 0.871 3.143  C7 1.454, H12 0.960
9 H 2.927 0.912 2.872  C7 1.090
10 H 3.441 -0.491 3.398  C7 1.090
11 H 3.521 0.971 4.513  C7 1.090
12 H 5.382 0.393 2.364  O8 0.960
13 C 3.023 3.611 -2.577  O14 1.417, H15 1.090, H16 1.090, H17 1.090
14 O 3.878 4.739 -2.640  C13 1.417, H18 0.960
15 H 2.564 3.356 -1.622  C13 1.090
16 H 2.188 3.680 -3.274  C13 1.090
17 H 3.530 2.705 -2.910  C13 1.090
18 H 4.759 4.363 -2.571  O14 0.960
19 C 1.072 3.104 2.541  O20 1.466, H28 1.090, H29 1.090, H30 1.090
20 O 2.313 3.666 2.001  C19 1.466, C21 1.391
21 C 3.245 4.265 2.842  O20 1.391, C22 1.555, H31 1.090, H32 1.090
22 C 4.513 4.333 1.946  C21 1.555, N23 1.476, H33 1.090, H34 1.090
23 N 4.616 5.365 0.895  C22 1.476, C24 1.478, H35 1.010
24 C 4.768 6.751 1.386  N23 1.478, C25 1.562, H36 1.090, H37 1.090
25 C 5.769 7.477 0.430  C24 1.562, O26 1.473, H38 1.090, H39 1.090
26 O 6.025 8.870 0.833  C25 1.473, C27 1.423
27 C 7.017 9.536 0.060  O26 1.423, H40 1.090, H41 1.090, H42 1.090
28 H 0.647 2.334 1.897  C19 1.090
29 H 0.388 3.926 2.752  C19 1.090
30 H 1.358 2.548 3.433  C19 1.090
31 H 3.315 3.796 3.824  C21 1.090
32 H 2.896 5.277 3.052  C21 1.090
33 H 4.665 3.346 1.509  C22 1.090
34 H 5.455 4.451 2.481  C22 1.090
35 H 4.027 5.113 0.115  N23 1.010
36 H 5.085 6.736 2.428  C24 1.090
37 H 3.840 7.320 1.449  C24 1.090
38 H 5.290 7.361 -0.542  C25 1.090
39 H 6.753 7.013 0.381  C25 1.090
40 H 7.570 8.851 -0.584  C27 1.090
41 H 7.735 9.975 0.752  C27 1.090
42 H 6.584 10.284 -0.604  C27 1.090
43 C -7.963 8.246 -2.692  O44 1.420, H52 1.090, H53 1.090, H54 1.090
44 O -7.441 6.956 -2.411  C43 1.420, C45 1.407
45 C -7.021 6.674 -1.098  O44 1.407, C46 1.542, H55 1.090, H56 1.090
46 C -6.549 5.210 -0.986  C45 1.542, N47 1.436, H57 1.090, H58 1.090
47 N -5.336 4.978 -1.720  C46 1.436, C48 1.472, H59 1.010
48 C -4.155 5.462 -0.987  N47 1.472, C49 1.599, H60 1.090, H61 1.090
49 C -2.962 5.607 -2.042  C48 1.599, O50 1.397, H62 1.090, H63 1.090
50 O -3.396 6.375 -3.125  C49 1.397, C51 1.467
51 C -3.272 7.804 -2.817  O50 1.467, H64 1.090, H65 1.090, H66 1.090
52 H -8.642 8.446 -1.862  C43 1.090
53 H -8.523 8.223 -3.627  C43 1.090
54 H -7.199 9.024 -2.713  C43 1.090
55 H -7.892 6.807 -0.457  C45 1.090
56 H -6.260 7.367 -0.739  C45 1.090
57 H -7.420 4.642 -1.312  C46 1.090
58 H -6.579 5.009 0.085  C46 1.090
59 H -5.450 5.391 -2.635  N47 1.010
60 H -3.798 4.862 -0.149  C48 1.090
61 H -4.471 6.424 -0.585  C48 1.090
62 H -2.699 4.670 -2.534  C49 1.090
63 H -2.024 6.011 -1.661  C49 1.090
64 H -2.231 8.116 -2.903  C51 1.090
65 H -3.628 7.981 -1.801  C51 1.090
66 H -4.004 8.500 -3.227  C51 1.090
67 C -0.353 2.323 -3.848  O68 1.409, H76 1.090, H77 1.090, H78 1.090
68 O 0.043 1.668 -2.665  C67 1.409, C69 1.466
69 C -1.108 1.630 -1.757  O68 1.466, C70 1.582, H79 1.090, H80 1.090
70 C -0.468 0.963 -0.474  C69 1.582, N71 1.463, H81 1.090, H82 1.090
71 N 0.030 -0.390 -0.724  C70 1.463, C72 1.480, H83 1.010
72 C 1.038 -0.972 0.191  N71 1.480, C73 1.548, H84 1.090, H85 1.090
73 C 0.472 -1.295 1.595  C72 1.548, O74 1.484, H86 1.090, H87 1.090
74 O 1.445 -1.941 2.511  C73 1.484, C75 1.369
75 C 1.632 -3.294 2.425  O74 1.369, H88 1.090, H89 1.090, H90 1.090
76 H -0.859 3.279 -3.712  C67 1.090
77 H -1.089 1.782 -4.442  C67 1.090
78 H 0.372 2.526 -4.635  C67 1.090
79 H -2.016 1.150 -2.124  C69 1.090
80 H -1.479 2.635 -1.556  C69 1.090
81 H -1.194 0.879 0.335  C70 1.090
82 H 0.333 1.646 -0.192  C70 1.090
83 H 0.338 -0.517 -1.677  N71 1.010
84 H 1.842 -0.249 0.329  C72 1.090
85 H 1.424 -1.855 -0.317  C72 1.090
86 H -0.519 -1.742 1.514  C73 1.090
87 H 0.241 -0.389 2.156  C73 1.090
88 H 1.698 -3.575 1.373  C75 1.090
89 H 0.892 -3.849 3.002  C75 1.090
90 H 2.614 -3.559 2.818  C75 1.090
91 C 9.806 -8.598 0.461  O92 1.417, H100 1.090, H101 1.090, H102 1.090
92 O 9.388 -7.324 0.006  C91 1.417, C93 1.399
93 C 8.357 -7.287 -0.939  O92 1.399, C94 1.517, H103 1.090, H104 1.090
94 C 8.162 -5.834 -1.331  C93 1.517, N95 1.466, H105 1.090, H106 1.090
95 N 7.833 -4.957 -0.204  C94 1.466, C96 1.455, H107 1.010
96 C 6.444 -5.066 0.214  N95 1.455, C97 1.534, H108 1.090, H109 1.090
97 C 6.063 -3.955 1.202  C96 1.534, O98 1.488, H110 1.090, H111 1.090
98 O 6.779 -4.034 2.503  C97 1.488, C99 1.438
99 C 6.916 -2.827 3.274  O98 1.438, H112 1.090, H113 1.090, H114 1.090
100 H 8.991 -9.083 0.999  C91 1.090
101 H 10.617 -8.522 1.185  C91 1.090
102 H 10.189 -9.262 -0.314  C91 1.090
103 H 7.383 -7.699 -0.677  C93 1.090
104 H 8.724 -7.813 -1.821  C93 1.090
105 H 7.491 -5.568 -2.148  C94 1.090
106 H 9.047 -5.603 -1.923  C94 1.090
107 H 8.420 -5.300 0.543  N95 1.010
108 H 6.185 -6.032 0.647  C96 1.090
109 H 5.825 -4.856 -0.659  C96 1.090
110 H 5.021 -3.905 1.518  C97 1.090
111 H 6.285 -2.985 0.758  C97 1.090
112 H 7.458 -3.092 4.182  C99 1.090
113 H 5.945 -2.474 3.620  C99 1.090
114 H 7.537 -2.031 2.863  C99 1.090
115 C -2.565 3.427 1.863  O116 1.418, H124 1.090, H125 1.090, H126 1.090
116 O -1.734 2.430 2.433  C115 1.418, C117 1.399
117 C -2.461 1.241 2.555  O116 1.399, C118 1.576, H127 1.090, H128 1.090
118 C -3.010 1.156 4.031  C117 1.576, N119 1.489, H129 1.090, H130 1.090
119 N -2.049 1.592 5.081  C118 1.489, C120 1.457, H131 1.010
120 C -0.954 0.639 5.202  N119 1.457, C121 1.639, H132 1.090, H133 1.090
121 C -1.403 -0.869 5.664  C120 1.639, O122 1.437, H134 1.090, H135 1.090
122 O -1.272 -1.106 7.075  C121 1.437, C123 1.434
123 C -2.058 -0.231 7.896  O122 1.434, H136 1.090, H137 1.090, H138 1.090
124 H -3.377 3.640 2.559  C115 1.090
125 H -2.914 3.204 0.855  C115 1.090
126 H -2.076 4.398 1.944  C115 1.090
127 H -1.735 0.448 2.373  C117 1.090
128 H -3.225 1.039 1.804  C117 1.090
129 H -3.546 0.223 4.202  C118 1.090
130 H -3.837 1.850 4.183  C118 1.090
131 H -1.755 2.409 4.565  N119 1.010
132 H -0.245 1.206 5.805  C120 1.090
133 H -0.360 0.449 4.308  C120 1.090
134 H -0.763 -1.638 5.232  C121 1.090
135 H -2.330 -1.367 5.380  C121 1.090
136 H -1.734 0.808 7.834  C123 1.090
137 H -2.079 -0.570 8.931  C123 1.090
138 H -3.046 -0.033 7.480  C123 1.090
139 C -5.777 0.972 -2.216  O140 1.436, H148 1.090, H149 1.090, H150 1.090
140 O -6.275 1.014 -3.562  C139 1.436, C141 1.434
141 C -6.774 2.296 -3.967  O140 1.434, C142 1.601, H151 1.090, H152 1.090
142 C -7.172 2.057 -5.500  C141 1.601, N143 1.459, H153 1.090, H154 1.090
143 N -7.888 0.790 -5.607  C142 1.459, C144 1.467, H155 1.010
144 C -9.282 1.005 -5.203  N143 1.467, C145 1.567, H156 1.090, H157 1.090
145 C -10.171 -0.232 -5.571  C144 1.567, O146 1.416, H158 1.090, H159 1.090
146 O -9.730 -1.322 -4.781  C145 1.416, C147 1.444
147 C -10.672 -2.411 -4.670  O146 1.444, H160 1.090, H161 1.090, H162 1.090
148 H -4.694 1.077 -2.148  C139 1.090
149 H -6.114 0.121 -1.624  C139 1.090
150 H -6.100 1.828 -1.624  C139 1.090
151 H -5.970 3.021 -3.841  C141 1.090
152 H -7.644 2.577 -3.374  C141 1.090
153 H -6.230 2.256 -6.010  C142 1.090
154 H -7.784 2.951 -5.621  C142 1.090
155 H -7.534 0.194 -4.873  N143 1.010
156 H -9.818 1.820 -5.688  C144 1.090
157 H -9.465 1.349 -4.185  C144 1.090
158 H -10.093 -0.699 -6.553  C145 1.090
159 H -11.206 0.099 -5.483  C145 1.090
160 H -10.751 -2.870 -5.655  C147 1.090
161 H -11.618 -1.923 -4.435  C147 1.090
162 H -10.473 -3.182 -3.926  C147 1.090
163 C -2.517 -2.432 -3.004  O164 1.363, H172 1.090, H173 1.090, H174 1.090
164 O -3.008 -2.285 -4.267  C163 1.363, C165 1.415
165 C -4.267 -1.646 -4.360  O164 1.415, C166 1.559, H175 1.090, H176 1.090
166 C -4.558 -1.323 -5.857  C165 1.559, N167 1.501, H177 1.090, H178 1.090
167 N -3.305 -0.782 -6.482  C166 1.501, C168 1.462, H179 1.010
168 C -3.435 0.672 -6.402  N167 1.462, C169 1.583, H180 1.090, H181 1.090
169 C -2.204 1.237 -7.221  C168 1.583, O170 1.504, H182 1.090, H183 1.090
170 O -2.070 2.726 -7.049  C169 1.504, C171 1.415
171 C -0.910 3.282 -7.638  O170 1.415, H184 1.090, H185 1.090, H186 1.090
172 H -1.640 -3.066 -3.136  C163 1.090
173 H -3.165 -3.096 -2.433  C163 1.090
174 H -2.170 -1.595 -2.399  C163 1.090
175 H -4.228 -0.675 -3.867  C165 1.090
176 H -5.131 -2.213 -4.011  C165 1.090
177 H -5.393 -0.631 -5.971  C166 1.090
178 H -4.774 -2.284 -6.325  C166 1.090
179 H -2.540 -1.232 -5.999  N167 1.010
180 H -3.261 1.029 -5.387  C168 1.090
181 H -4.352 1.116 -6.790  C168 1.090
182 H -2.360 1.135 -8.295  C169 1.090
183 H -1.223 0.795 -7.043  C169 1.090
184 H -0.798 3.078 -8.703  C171 1.090
185 H 0.016 2.817 -7.300  C171 1.090
186 H -0.889 4.321 -7.307  C171 1.090
187 C 2.055 -2.038 -3.922  O188 1.413, H196 1.090, H197 1.090, H198 1.090
188 O 3.064 -1.857 -2.950  C187 1.413, C189 1.395
189 C 4.367 -1.888 -3.448  O188 1.395, C190 1.478, H199 1.090, H200 1.090
190 C 5.451 -1.669 -2.468  C189 1.478, N191 1.462, H201 1.090, H202 1.090
191 N 5.518 -0.380 -1.782  C190 1.462, C192 1.466, H203 1.010
192 C 4.446 -0.211 -0.798  N191 1.466, C193 1.539, H204 1.090, H205 1.090
193 C 5.005 0.924 0.078  C192 1.539, O194 1.471, H206 1.090, H207 1.090
194 O 6.305 0.479 0.604  C193 1.471, C195 1.472
195 C 7.263 1.584 0.769  O194 1.472, H208 1.090, H209 1.090, H210 1.090
196 H 1.842 -0.993 -4.149  C187 1.090
197 H 1.090 -2.446 -3.621  C187 1.090
198 H 2.237 -2.565 -4.859  C187 1.090
199 H 4.441 -1.040 -4.128  C189 1.090
200 H 4.501 -2.778 -4.063  C189 1.090
201 H 6.413 -1.667 -2.981  C190 1.090
202 H 5.554 -2.465 -1.730  C190 1.090
203 H 6.319 -0.247 -1.181  N191 1.010
204 H 4.347 -1.147 -0.248  C192 1.090
205 H 3.603 0.153 -1.386  C192 1.090
206 H 4.300 1.118 0.886  C193 1.090
207 H 5.266 1.771 -0.557  C193 1.090
208 H 7.995 1.497 1.572  C195 1.090
209 H 6.712 2.426 1.188  C195 1.090
210 H 7.761 1.927 -0.138  C195 1.090
211 C 1.391 -3.148 7.465  C212 1.516, H217 1.090, H218 1.090, H219 1.090
212 C 2.741 -3.126 6.776  C211 1.516, C213 1.541, N216 1.455, H220 1.090
213 C 3.061 -4.405 5.977  C212 1.541, O214 1.460, H221 1.090, H222 1.090
214 O 4.356 -4.302 5.312  C213 1.460, C215 1.367
215 C 4.734 -5.441 4.659  O214 1.367, H223 1.090, H224 1.090, H225 1.090
216 N 2.658 -1.956 5.916  C212 1.455, H226 1.010, H227 1.010
217 H 0.675 -3.270 6.652  C211 1.090
218 H 1.218 -2.232 8.031  C211 1.090
219 H 1.311 -4.020 8.114  C211 1.090
220 H 3.575 -2.908 7.443  C212 1.090
221 H 2.161 -4.545 5.378  C213 1.090
222 H 3.188 -5.223 6.686  C213 1.090
223 H 5.333 -5.148 3.796  C215 1.090
224 H 3.907 -6.086 4.362  C215 1.090
225 H 5.401 -5.993 5.321  C215 1.090
226 H 2.107 -2.126 5.087  N216 1.010
227 H 3.592 -1.970 5.532  N216 1.010
228 C -4.792 -8.032 4.366  C229 1.571, H234 1.090, H235 1.090, H236 1.090
229 C -3.965 -7.129 3.383  C228 1.571, C230 1.520, N233 1.475, H237 1.090
230 C -2.663 -6.634 3.992  C229 1.520, O231 1.469, H238 1.090, H239 1.090
231 O -2.803 -5.721 5.134  C230 1.469, C232 1.425
232 C -1.629 -5.035 5.559  O231 1.425, H240 1.090, H241 1.090, H242 1.090
233 N -3.715 -7.960 2.190  C229 1.475, H243 1.010, H244 1.010
234 H -5.131 -7.420 5.202  C228 1.090
235 H -4.281 -8.948 4.663  C228 1.090
236 H -5.666 -8.362 3.803  C228 1.090
237 H -4.562 -6.245 3.158  C229 1.090
238 H -2.191 -6.065 3.191  C230 1.090
239 H -2.009 -7.482 4.192  C230 1.090
240 H -0.844 -5.655 5.993  C232 1.090
241 H -2.047 -4.486 6.403  C232 1.090
242 H -1.253 -4.304 4.844  C232 1.090
243 H -3.178 -8.786 2.412  N233 1.010
244 H -3.124 -7.409 1.585  N233 1.010

# C3H6NOP

2 unconnected molecules or ions with the total composition C3H6NOP (ωB97M-V/def2-TZVPD, the OMol25 dataset).

Results
Molecular weight ... 103.06 g/mol
LUMO level ... 0.21 eV
HOMO level ... -8.458 eV
Charge ... 0
Energy above the lowest of the compared OMol25 structures with the same formula, charge and spin ... 2.234 eV
Kohn-Sham gap ... 8.7 eV
Strongest force on any atom ... 0.1258 Eh/bohr

Last columns: bonded neighbours and bond lengths (Å).
Cartesian coordinates (Å):
1 C -0.257 -2.352 1.483  N4 1.203
2 C 0.079 2.034 -0.503  C3 1.504, H7 1.023, H8 1.133, H9 1.124
3 C 0.902 0.776 -0.576  C2 1.504, P6 1.845, H10 1.065, H11 1.074
4 N -1.100 -3.168 1.748  C1 1.203, H12 0.956
5 O -0.163 -1.523 -1.236  P6 1.431
6 P -0.347 -0.533 -0.219  C3 1.845, O5 1.431
7 H -0.385 2.059 0.409  C2 1.023
8 H 0.763 2.913 -0.710  C2 1.133
9 H -0.654 1.946 -1.351  C2 1.124
10 H 1.484 0.675 0.310  C3 1.065
11 H 1.554 0.795 -1.428  C3 1.074
12 H -1.876 -3.622 2.075  N4 0.956

# C4H8N2O2

A single C4H8N2O2 molecule (ωB97M-V/def2-TZVPD, the OMol25 dataset).

Results
SMILES string ... C/C(=N\N=O)[C@@H](C)O
Molecular weight ... 116.12 g/mol
LUMO level (alpha / beta) ... 0.51 / 0.51 eV
HOMO level (alpha / beta) ... -9.308 / -9.308 eV
Charge ... 0
Energy above the lowest of the compared OMol25 structures with the same formula, charge and spin ... 6.269 eV
Kohn-Sham gap (alpha / beta) ... 9.8 / 9.8 eV
Strongest force on any atom ... 0.0905 Eh/bohr

Last columns: bonded neighbours and bond lengths (Å).
Cartesian coordinates (Å):
1 C 1.231 0.796 1.028  C2 1.555, H9 1.131, H10 1.041, H11 1.110
2 C 0.083 0.638 -0.008  C1 1.555, N3 1.313, C6 1.494
3 N 0.112 1.338 -1.118  C2 1.313, N4 1.500
4 N 0.193 2.175 -2.360  N3 1.500, O5 1.168
5 O 0.993 1.760 -3.102  N4 1.168
6 C -0.957 -0.425 0.141  C2 1.494, C7 1.524, O8 1.401, H12 1.142
7 C -0.543 -1.838 -0.252  C6 1.524, H13 1.023, H14 1.126, H15 1.130
8 O -1.528 -0.307 1.415  C6 1.401, H16 0.995
9 H 2.047 1.334 0.459  C1 1.131
10 H 1.397 -0.174 1.369  C1 1.041
11 H 0.967 1.355 1.949  C1 1.110
12 H -1.857 -0.256 -0.540  C6 1.142
13 H -1.336 -2.478 -0.160  C7 1.023
14 H 0.131 -2.283 0.532  C7 1.126
15 H -0.050 -1.896 -1.267  C7 1.130
16 H -0.884 0.261 1.915  O8 0.995

Record-wise calculated total energy values, in eV: -121557.4518 -16031.9723 -11347.8442